{"formula": "C2HN4OS2", "method": "ωB97M-V/def2-TZVPD", "fmax_ev_per_a": 5.28, "spin_multiplicity": 1, "molar_mass_g_mol": 161.191, "e_above_lowest_kcal_mol": 72.9, "e_lumo_ev": 1.6, "total_charge": -1, "energy_ev": -31765.5213, "elements": ["C", "C", "N", "N", "N", "N", "O", "S", "S", "H"], "xyz": [[1.631, -1.635, -1.890], [1.408, 0.355, 0.284], [1.283, -0.892, -2.928], [1.707, -2.960, -2.115], [1.228, -1.792, -3.867], [1.507, -2.996, -3.409], [2.238, -0.325, -0.288], [1.657, 1.615, 1.257], [-0.348, -0.115, -0.046], [-0.771, 0.453, 1.156]], "atomic_forces_ev_per_a": [[-0.29, 0.35, -0.78], [-3.56, 0.12, 0.05], [0.75, 1.07, 2.12], [1.24, 1.16, 2.62], [-0.24, -0.25, -1.64], [-0.64, -0.26, -0.30], [1.81, -3.61, -3.41], [0.80, 1.52, 1.33], [-0.12, 0.40, 1.29], [0.25, -0.49, -1.27]], "nbo_charge": [0.602, 0.154, -0.386, -0.392, -0.129, -0.116, -0.536, -0.249, -0.092, 0.145]}